[1]
ORCA calculation (ωB97M-V with the def2-TZVPD basis set) on a molecular structure, CH3NOS2 in a non-equilibrium geometry.

Geometry as XYZ:
```
8
Properties=species:S:1:pos:R:3:forces:R:3:nbo_charge:R:1
C 0.931 0.736 -0.210 -3.09 -1.06 3.08 -0.32
N 0.056 -0.833 0.653 2.17 3.12 0.08 -0.89
O -2.411 -0.839 0.295 -0.80 -0.11 0.40 -0.89
S -0.545 1.683 -0.015 -0.20 -0.44 0.01 -0.03
S -1.181 -0.443 -0.330 -0.65 0.46 -1.17 1.34
H 1.728 1.105 0.374 1.10 -0.25 0.27 0.24
H 0.975 0.299 -1.132 1.13 -0.79 -2.34 0.19
H 0.446 -1.708 0.365 0.33 -0.93 -0.33 0.37
```
Positions in Å, forces in eV/Å.

The value obtained for the frontier orbital gap is 8.6 eV. The value obtained for the largest force on an atom is 0.087 hartree/bohr. The calculation puts the LUMO energy at -0.6 eV. The charge is 0. The value obtained for the relative energy (zero: lowest compared OMol25 entry of this formula, charge and spin) is 2.572 eV.

=====

[2]
ORCA calculation (ωB97M-V with the def2-TZVPD basis set) on a molecular structure, FNO4S in a non-equilibrium geometry.

Geometry as XYZ:
```
7
Properties=species:S:1:pos:R:3:forces:R:3:nbo_charge:R:1
N 0.809 1.042 -0.534 5.09 3.67 0.83 0.39
O -1.658 -1.526 0.006 0.17 -0.42 -1.57 -0.83
O 1.957 0.965 -0.787 -3.68 -0.79 -0.47 -0.15
O -0.084 0.111 -1.180 -0.68 -2.35 -1.14 -0.59
O -1.202 0.658 0.945 -1.94 2.59 0.42 -0.88
F 0.481 -0.794 0.918 -0.15 -1.26 -0.88 -0.50
S -0.848 -0.389 0.114 1.19 -1.43 2.80 2.57
```
Positions in Å, forces in eV/Å.

The value obtained for the frontier orbital gap is 10.4 eV. The value obtained for the largest force on an atom is 0.123 hartree/bohr. The calculation puts the LUMO energy at -1.7 eV. The charge is 0. The value obtained for the relative energy (zero: lowest compared OMol25 entry of this formula, charge and spin) is 0.971 eV.

=====

[3]
ORCA calculation (ωB97M-V with the def2-TZVPD basis set) on 5 unconnected molecules or ions with the total composition C7H12N4 in a non-equilibrium geometry.

Geometry as XYZ:
```
23
Properties=species:S:1:pos:R:3:forces:R:3:nbo_charge:R:1
C 1.971 2.541 0.130 1.68 3.56 -4.08 -0.43
C -0.063 1.252 -0.060 -0.03 -2.08 -0.77 0.23
C -1.451 1.111 0.011 0.68 2.99 4.95 -0.36
C -1.884 -0.208 0.212 0.03 -2.16 -3.70 0.40
C 0.261 -1.202 -0.205 -5.37 -0.55 1.49 0.37
C 2.391 -2.240 0.188 1.61 0.63 1.82 -0.46
C 0.732 0.019 -0.270 4.46 7.19 1.99 -0.43
H 2.545 3.031 1.579 -1.59 -1.70 -4.15 0.22
H 1.936 3.650 -0.842 1.99 -2.85 3.36 0.20
H 2.568 1.467 -0.653 -1.27 3.73 2.88 0.24
H 0.022 3.253 -0.866 2.23 -3.16 3.74 0.42
H -2.002 1.997 1.088 1.36 -2.39 -3.98 0.20
H -3.635 -1.291 0.111 0.83 1.82 -0.19 0.38
H -3.804 0.236 -0.349 -6.09 7.59 -4.30 0.37
H 0.283 -2.940 0.425 2.12 0.82 -2.33 0.40
H 2.987 -3.112 0.787 -2.28 1.23 -2.12 0.23
H 2.870 -2.016 -0.793 0.45 -0.01 1.27 0.21
H 2.688 -1.359 1.077 -1.46 -1.99 -2.85 0.19
H 1.877 0.328 0.117 -3.15 -1.93 -1.82 0.22
N 0.555 2.510 -0.041 -2.37 0.76 -1.84 -0.70
N -3.244 -0.309 0.012 5.93 -11.11 6.19 -0.76
N -1.103 -1.390 0.082 -0.88 2.86 -0.21 -0.56
N 0.924 -2.364 -0.298 1.11 -3.25 4.64 -0.58
```
Positions in Å, forces in eV/Å.

The value obtained for the frontier orbital gap is 8.3 eV. The value obtained for the largest force on an atom is 0.273 hartree/bohr. The calculation puts the LUMO energy at 0.2 eV. The charge is 0. The value obtained for the relative energy (zero: lowest compared OMol25 entry of this formula, charge and spin) is 11.285 eV.

=====

[4]
ORCA calculation (ωB97M-V with the def2-TZVPD basis set) on 2 unconnected molecules or ions with the total composition C20H28BF11NO8 in a non-equilibrium geometry.

Geometry as XYZ:
```
69
Properties=species:S:1:pos:R:3:forces:R:3:nbo_charge:R:1
C 2.126 -2.634 3.274 0.00 -0.32 -0.04 -0.25
O 1.775 -1.280 3.351 0.01 -0.09 -0.04 -0.54
C 0.413 -1.046 3.021 0.13 0.29 0.16 -0.08
C -0.029 -1.310 1.549 0.33 0.13 -0.15 0.22
C -0.694 -2.705 1.432 -0.20 -0.07 -0.07 -0.44
C -1.937 -2.698 0.553 0.19 -0.16 0.66 -0.06
O -2.671 -3.947 0.729 0.10 0.21 -0.35 -0.51
C -3.671 -3.900 1.593 -0.70 -0.64 0.26 0.65
O -4.511 -4.763 1.683 0.49 0.26 -0.06 -0.59
O -0.958 -0.313 1.210 -0.61 -0.46 0.03 -0.75
B -0.404 0.721 0.288 1.26 0.37 0.53 0.88
C -0.248 2.147 1.109 -0.78 0.09 -0.58 -0.72
C 0.323 3.303 0.276 -0.07 0.12 0.32 -0.21
N 1.175 4.266 1.016 -0.05 -0.21 -0.08 -0.84
C -1.156 0.869 -1.158 -0.37 -0.02 0.09 -0.72
C -2.288 1.923 -1.229 0.23 0.01 -0.29 -0.47
C -3.567 1.506 -1.912 0.32 -0.21 -0.19 0.66
F -4.336 2.606 -2.215 0.07 -0.21 0.09 -0.34
F -3.280 0.903 -3.112 -0.10 0.21 0.29 -0.33
C -4.504 0.508 -1.172 -0.35 0.13 -0.40 0.58
F -3.803 -0.512 -0.647 -0.04 0.17 -0.05 -0.30
F -5.364 -0.016 -2.091 0.14 0.08 0.18 -0.31
C -5.448 1.075 -0.067 -0.01 -0.38 0.15 0.55
F -6.336 1.927 -0.607 0.06 -0.02 0.10 -0.30
F -6.136 0.007 0.409 0.10 0.09 -0.09 -0.31
C -4.792 1.749 1.169 -0.34 0.06 -0.07 0.92
F -4.530 3.029 0.917 0.19 0.14 -0.10 -0.30
F -5.654 1.711 2.189 -0.13 0.02 0.11 -0.31
F -3.689 1.125 1.533 0.22 -0.10 0.05 -0.28
O 1.003 0.216 0.044 -0.41 -0.19 0.02 -0.74
C 1.166 -1.074 0.568 0.29 0.33 -0.73 0.09
C 1.309 -2.070 -0.595 0.18 -0.17 0.17 -0.46
C 2.528 -1.717 -1.441 -0.40 0.23 0.26 0.06
F 3.295 -2.871 -1.712 -0.08 0.11 -0.12 -0.40
H 3.166 -2.748 3.581 -0.02 0.14 0.04 0.18
H 2.035 -3.037 2.258 -0.01 0.07 -0.01 0.16
H 1.501 -3.258 3.930 -0.04 0.08 0.03 0.16
H 0.237 0.012 3.209 0.10 0.00 -0.06 0.21
H -0.207 -1.615 3.728 -0.12 -0.04 -0.11 0.15
H 0.001 -3.454 1.056 0.06 -0.05 0.08 0.21
H -1.016 -3.061 2.416 0.02 0.11 0.03 0.19
H -2.572 -1.876 0.864 -0.01 0.11 -0.24 0.21
H -1.698 -2.626 -0.503 -0.16 0.04 -0.06 0.20
H -3.686 -3.027 2.264 0.15 0.22 -0.17 0.10
H 0.347 2.002 2.016 0.16 -0.14 -0.06 0.19
H -1.250 2.452 1.450 0.09 0.03 0.27 0.17
H -0.506 3.897 -0.120 0.05 -0.05 -0.23 0.16
H 0.893 2.928 -0.577 0.13 0.02 0.05 0.19
H 1.926 3.725 1.436 0.04 0.06 0.00 0.34
H 0.622 4.587 1.806 0.06 0.06 0.04 0.33
H -1.524 -0.100 -1.510 0.04 -0.06 0.08 0.21
H -0.384 1.157 -1.875 -0.01 0.01 -0.01 0.22
H -1.941 2.763 -1.838 -0.13 0.07 0.05 0.23
H -2.508 2.343 -0.249 -0.14 -0.06 0.01 0.22
H 2.146 -1.068 1.059 -0.19 -0.25 0.41 0.17
H 1.484 -3.078 -0.211 0.02 -0.04 -0.05 0.20
H 0.406 -2.092 -1.209 -0.04 0.02 0.03 0.20
H 3.165 -1.009 -0.912 0.08 -0.12 -0.03 0.18
H 2.234 -1.261 -2.386 0.17 -0.13 -0.07 0.17
C 6.943 0.530 -2.589 0.10 -0.05 0.10 -0.13
C 6.666 1.657 -3.561 -0.11 -0.12 -0.08 0.45
O 5.271 1.573 -3.736 0.03 0.19 0.15 -0.50
C 4.735 1.022 -2.598 0.04 -0.15 0.02 0.96
O 3.594 1.026 -2.311 -0.01 0.13 -0.16 -0.52
O 5.728 0.474 -1.846 0.05 0.05 -0.04 -0.48
F 7.285 1.471 -4.756 -0.04 -0.03 0.00 -0.33
H 7.093 -0.412 -3.120 0.01 0.04 -0.10 0.20
H 7.786 0.719 -1.930 -0.10 0.03 0.11 0.20
H 6.922 2.650 -3.188 0.09 0.02 -0.09 0.15
```
Positions in Å, forces in eV/Å.

The value obtained for the frontier orbital gap is 7.1 eV. The value obtained for the largest force on an atom is 0.028 hartree/bohr. The calculation puts the LUMO energy at 2.2 eV. The charge is -1.

=====

[5]
ORCA calculation (ωB97M-V with the def2-TZVPD basis set) on 2 unconnected molecules or ions with the total composition C16H17NO in a non-equilibrium geometry.

Geometry as XYZ:
```
35
Properties=species:S:1:pos:R:3:forces:R:3:nbo_charge:R:1
C -4.555 -1.297 -0.441 -0.82 1.86 -0.21 -0.64
C -1.586 -0.632 1.706 0.55 -1.45 -0.77 0.15
C -2.276 -1.406 0.712 -1.03 2.67 0.26 -0.08
C -3.505 -0.642 0.427 -0.19 -2.33 0.19 -0.07
C -3.550 0.397 1.285 1.36 0.66 -0.24 -0.04
C -0.311 -1.028 2.102 -0.23 0.05 -0.17 -0.27
C 0.261 -2.089 1.413 0.44 -0.02 0.75 -0.24
C -0.406 -2.812 0.441 -0.78 0.55 -1.37 -0.25
C -1.713 -2.463 0.046 1.29 -1.01 1.22 -0.18
N -2.372 0.405 2.067 -1.01 0.81 -0.18 -0.53
H 0.218 -0.551 2.911 0.09 0.15 0.14 0.21
H 1.244 -2.429 1.723 0.05 0.07 -0.10 0.21
H -2.064 1.239 2.540 0.02 -0.27 0.09 0.41
H 0.139 -3.504 -0.176 0.05 -0.63 0.27 0.21
H -4.131 1.305 1.253 -0.46 -0.27 0.32 0.22
H -2.282 -3.120 -0.592 0.06 0.25 -0.46 0.22
H -5.548 -1.190 0.006 0.20 -0.60 0.41 0.23
H -4.303 -2.324 -0.656 -0.16 -0.17 -0.02 0.22
H -4.766 -0.748 -1.370 0.68 -0.24 -0.17 0.22
C 2.035 0.289 -3.021 -0.64 0.40 -0.19 -0.68
C 2.369 0.325 -0.580 0.38 1.31 0.54 -0.13
C 2.413 1.073 -1.810 -0.75 -1.42 -0.44 0.20
C 2.662 0.971 0.596 0.07 -1.64 -0.34 -0.24
C 3.069 2.298 0.532 -0.87 0.90 0.16 0.44
C 2.712 2.452 -1.880 -0.07 -0.88 1.04 -0.20
C 2.996 3.043 -0.683 1.74 0.76 -0.57 -0.16
O 3.398 2.989 1.604 0.10 0.52 -1.19 -0.54
H 2.099 -0.720 -0.607 -0.07 -0.03 0.08 0.26
H 2.697 0.447 1.545 -0.19 -0.05 -0.05 0.25
H 2.892 -0.113 -3.558 0.25 0.00 0.01 0.28
H 1.469 0.912 -3.720 0.23 0.06 -0.07 0.25
H 2.722 2.896 -2.863 0.07 0.48 0.19 0.26
H 3.140 2.545 2.402 0.04 -0.61 1.00 0.51
H 3.453 4.026 -0.593 -0.58 0.18 -0.23 0.26
H 1.377 -0.542 -2.762 0.20 -0.06 0.09 0.25
```
Positions in Å, forces in eV/Å.

The value obtained for the frontier orbital gap (alpha / beta) is 6.6 / 2.9 eV. The value obtained for the largest force on an atom is 0.056 hartree/bohr. The calculation puts the LUMO energy (alpha / beta) at -3.7 / -7.4 eV. Its multiplicity is 2. The charge is +1. The value obtained for the relative energy (zero: lowest compared OMol25 entry of this formula, charge and spin) is 0.895 eV.

=====

[6]
ORCA calculation (ωB97M-V with the def2-TZVPD basis set) on C3H2N2O in the gas phase in a non-equilibrium geometry.

Geometry as XYZ:
```
8
Properties=species:S:1:pos:R:3:forces:R:3:nbo_charge:R:1
C -2.726 0.393 0.056 -2.16 0.58 0.53 0.38
C -0.147 -1.743 0.153 -1.09 -1.92 -1.16 0.69
C -0.368 -0.096 0.201 -0.54 3.26 3.79 -0.25
N -3.865 0.641 0.230 1.79 -0.67 0.02 -0.38
N -1.504 0.307 -0.379 1.30 -0.89 -0.57 -0.53
O -0.657 -2.652 -0.306 0.73 0.82 0.70 -0.36
H -0.135 0.140 1.404 -0.88 -0.81 -2.84 0.21
H 0.477 0.295 -0.320 0.85 -0.37 -0.48 0.24
```
Positions in Å, forces in eV/Å.

The value obtained for the frontier orbital gap (alpha / beta) is 7.3 / 7.3 eV. The value obtained for the largest force on an atom is 0.098 hartree/bohr. The calculation puts the LUMO energy (alpha / beta) at -2.0 / -2.1 eV. The charge is 0. The value obtained for the relative energy (zero: lowest compared OMol25 entry of this formula, charge and spin) is 2.616 eV.

=====

[7]
ORCA calculation (ωB97M-V with the def2-TZVPD basis set) on 2 unconnected molecules or ions with the total composition C8H14N3O2 in a non-equilibrium geometry.

Geometry as XYZ:
```
27
Properties=species:S:1:pos:R:3:forces:R:3:nbo_charge:R:1
C -1.108 -1.877 3.612 0.87 1.54 -2.65 0.83
C 1.405 1.603 -1.685 -0.35 2.38 -1.63 -0.43
C 2.181 0.821 -0.606 -0.80 2.43 0.56 -0.38
C 0.144 0.845 -2.095 0.70 0.14 -0.55 -0.38
C 1.208 0.581 0.610 -0.78 1.82 -0.21 -0.52
C -0.748 0.511 -0.903 0.47 -1.95 0.05 -0.34
C 0.231 -0.227 -0.023 -2.29 0.18 -0.68 0.33
C -1.895 -0.392 -1.500 -0.75 1.67 0.59 -0.61
N -1.983 -0.853 1.877 0.60 1.12 -2.57 0.18
N -0.175 -1.732 2.598 -0.21 0.27 -0.42 -0.48
N -0.798 -1.090 1.559 0.65 0.20 0.18 0.01
O -0.988 -2.330 4.651 -0.04 -1.68 3.70 -0.47
O -2.229 -1.239 3.081 -0.80 -1.07 1.83 -0.26
H 1.088 2.719 -1.382 0.98 -2.45 -0.30 0.23
H 1.984 1.714 -2.671 -0.35 -0.03 1.67 0.26
H 2.377 -0.172 -0.981 1.19 -0.04 -0.19 0.22
H 2.998 1.483 -0.179 -0.44 -1.45 -0.80 0.27
H -0.528 1.306 -2.858 0.83 0.09 0.60 0.26
H 0.471 -0.093 -2.525 0.03 -0.37 -0.40 0.20
H 1.712 0.061 1.363 1.01 -0.46 1.35 0.23
H 0.676 1.507 0.950 1.09 -0.54 0.01 0.24
H -0.929 1.490 -0.465 -0.95 -0.23 0.32 0.24
H 0.525 -1.214 -0.299 0.01 -0.70 -0.43 0.20
H -2.845 0.095 -1.057 1.12 -1.45 -0.95 0.25
H -1.742 -1.463 -1.154 -0.52 1.33 -0.76 0.23
H -1.874 -0.226 -2.649 -0.34 -0.81 2.09 0.24
H 0.841 -1.828 2.732 -0.94 0.07 -0.42 0.46
```
Positions in Å, forces in eV/Å.

The value obtained for the frontier orbital gap is 10.4 eV. The value obtained for the largest force on an atom is 0.079 hartree/bohr. The calculation puts the LUMO energy at -4.4 eV. The charge is +1. The value obtained for the relative energy (zero: lowest compared OMol25 entry of this formula, charge and spin) is 4.935 eV.

=====

[8]
ORCA calculation (ωB97M-V with the def2-TZVPD basis set) on 2 unconnected molecules or ions with the total composition C4H10NO in a non-equilibrium geometry.

Geometry as XYZ:
```
16
Properties=species:S:1:pos:R:3:forces:R:3:nbo_charge:R:1
C 0.193 -1.119 0.381 -1.11 -1.27 -6.50 0.43
C 0.119 0.300 -0.106 -0.12 -3.56 -0.26 0.11
C 0.561 1.293 0.808 1.08 2.32 2.29 -0.68
C 0.044 0.583 -1.539 2.01 -2.43 -2.59 -0.63
N -1.155 -0.443 0.375 -0.53 -1.77 -2.76 -0.63
O 0.632 -1.658 1.439 1.70 0.70 2.22 -0.66
H 0.246 -2.135 -1.101 -0.28 2.24 3.59 0.10
H 0.032 2.192 0.611 -0.46 1.14 -0.23 0.25
H 1.621 1.540 0.661 -0.22 -0.31 -0.13 0.28
H 0.436 1.135 1.894 0.04 -0.55 -0.52 0.25
H -0.506 1.452 -1.768 -0.60 1.09 -0.18 0.25
H -0.397 -0.312 -2.066 0.05 1.02 0.55 0.24
H 1.064 0.603 -2.056 -1.13 0.45 1.05 0.27
H -1.919 -0.882 -0.192 1.08 1.00 0.32 0.46
H -1.448 0.040 1.141 -1.29 0.97 3.11 0.42
H 0.476 -2.588 1.518 -0.24 -1.06 0.03 0.53
```
Positions in Å, forces in eV/Å.

The value obtained for the frontier orbital gap is 10.7 eV. The value obtained for the largest force on an atom is 0.131 hartree/bohr. The calculation puts the LUMO energy at -4.3 eV. The charge is +1. The value obtained for the relative energy (zero: lowest compared OMol25 entry of this formula, charge and spin) is 4.548 eV.

=====

The highest largest force on an atom belongs to which entry? C7H12N4